1.
A single C15H21ClN2O4S molecule. Source: OMol25; level of theory: wB97M-V/def2-TZVPD.

Atoms and positions in Å:
C: -5.82975 -1.52995 -0.59428
C: -4.77004 -0.71313 -1.31999
O: -3.96497 0.03301 -0.40971
C: -2.95894 -0.64726 0.18053
O: -2.69440 -1.80383 -0.05372
N: -2.30725 0.10287 1.10510
C: -2.47044 1.53244 1.24085
C: -1.29319 2.27071 0.60042
C: 0.02477 1.78322 1.20949
N: 1.13290 2.50089 0.60459
S: 1.67990 2.18521 -0.93107
O: 0.55825 1.91591 -1.77755
O: 2.56021 3.26752 -1.25014
C: 2.68496 0.69871 -0.81061
C: 2.34211 -0.43532 -1.51794
C: 3.13890 -1.56348 -1.41823
C: 4.27783 -1.57534 -0.62132
C: 5.13947 -2.79036 -0.50910
C: 4.60242 -0.40624 0.07045
Cl: 6.01261 -0.36508 1.06582
C: 3.81741 0.73112 -0.02160
C: 0.12796 0.26413 1.04184
C: -1.08695 -0.41071 1.68335
H: -6.44403 -0.88340 0.02812
H: -6.46299 -2.03271 -1.31965
H: -5.35066 -2.27642 0.03418
H: -4.12459 -1.37261 -1.90885
H: -5.22606 0.03784 -1.96867
H: -3.40786 1.82731 0.77309
H: -2.51788 1.76476 2.31165
H: -1.39281 3.34441 0.75814
H: -1.26929 2.08306 -0.47237
H: 0.03223 2.02696 2.27973
H: 1.89685 2.73458 1.21434
H: 1.46183 -0.41742 -2.14036
H: 2.87572 -2.45359 -1.96923
H: 5.21102 -3.10698 0.53050
H: 4.73684 -3.60648 -1.10151
H: 6.14897 -2.56770 -0.85205
H: 4.09106 1.63815 0.49356
H: 1.04825 -0.11379 1.49231
H: 0.13742 0.03231 -0.02294
H: -1.06405 -1.48783 1.51156
H: -1.10373 -0.21548 2.76123

Cartesian forces, eV/Å:
C 0.3483 0.2524 -0.0227
C -0.2302 -0.4186 -0.2712
O 0.1730 0.1915 0.1800
C -0.1562 0.0566 0.2033
O 0.0134 -0.3631 -0.2790
N -0.0828 0.0816 0.0452
C -0.0693 0.3593 -0.2090
C -0.1278 -0.1098 0.3884
C -0.5112 -0.4526 -0.3224
N 0.4350 0.1104 -0.8441
S 0.2992 0.2975 0.3833
O -0.0395 -0.3240 0.1276
O 0.2145 -0.1296 0.2042
C -0.3273 0.3865 -0.2071
C -0.0986 0.0384 -0.0895
C 0.0346 0.1454 0.0810
C 0.0306 0.0606 0.0442
C 0.0025 -0.0139 -0.0024
C -0.3746 0.1233 -0.1693
Cl 0.1914 0.0407 0.1426
C 0.1471 -0.0647 0.0430
C -0.2707 0.0726 0.4443
C 0.2558 -0.3122 -0.1706
H -0.0997 0.0338 0.0320
H -0.0996 -0.0686 -0.0674
H -0.0107 -0.0790 0.0296
H -0.1099 0.1705 0.0287
H 0.0899 -0.0896 0.0527
H 0.0893 0.0290 0.1666
H -0.0619 0.0316 -0.0390
H 0.0079 0.0652 -0.0113
H -0.1034 0.0264 0.0336
H 0.0909 0.0297 -0.1195
H 0.1833 0.1449 0.0996
H -0.1158 -0.0678 -0.0782
H -0.0217 -0.0954 -0.0513
H 0.0511 -0.0737 0.0330
H -0.0192 -0.0609 -0.0351
H 0.0775 -0.0568 0.0022
H 0.1474 0.0617 0.1132
H 0.0395 -0.0191 -0.0260
H -0.0192 -0.1171 0.0036
H 0.0165 0.1463 0.1391
H 0.0109 -0.0397 -0.0058

Output
* M: 360.86 g mol⁻¹
* SMILES: CCOC(=O)N1CCC(NS(=O)(=O)c2ccc(C)c(Cl)c2)CC1
* F_max: 0.96 eV/A
* ΔE to the lowest compared entry with this formula, charge and spin: 8.6 kJ/mol
* E: -50424.5356 eV
* frontier orbital gap: 9.7 eV
* total charge: 0

So, what does the Mulliken scheme give us? The charges, in e, come out as: -1.121, -0.291, -0.385, 0.816, -0.656, 0.172, -0.981, -0.525, -0.409, -0.318, 1.311, -0.651, -0.737, 0.165, -0.184, -0.783, 0.725, -1.691, 0.374, -0.228, -0.850, 0.018, -1.536, 0.294, 0.383, 0.308, 0.326, 0.329, 0.481, 0.325, 0.349, 0.299, 0.436, 0.355, 0.553, 0.328, 0.358, 0.369, 0.380, 0.442, 0.382, 0.111, 0.579, 0.379


2.
A molecular structure, C26H39Ge2NRhS2. Source: OMol25; level of theory: wB97M-V/def2-TZVPD.

Atoms and positions in Å:
Rh: -0.63551 -0.95802 0.07943
C: 3.79530 -1.33992 -2.36805
C: 2.30155 -1.59339 -2.04779
Ge: 1.89641 -0.58032 -0.43251
C: 2.54381 -1.31196 1.25228
C: 4.03545 -0.93797 1.35657
C: 2.32969 1.30522 -0.51361
C: 1.40079 2.26736 -0.49429
Ge: -0.47878 1.68165 -0.42609
C: -1.40891 2.18487 1.21899
C: -1.59568 3.69777 1.48546
C: -1.47927 1.84697 -2.09968
C: -1.70070 3.31706 -2.50099
C: 1.75609 3.69147 -0.53466
C: 3.09056 4.09106 -0.53818
C: 3.41969 5.43771 -0.52098
C: 2.41613 6.38404 -0.54640
C: 1.07878 6.00971 -0.55933
C: 0.76309 4.66001 -0.56223
H: 4.08210 -1.77813 -3.33618
H: 4.44758 -1.76615 -1.59584
H: 3.99238 -0.26249 -2.42971
H: 2.07637 -2.64151 -1.90226
H: 1.67883 -1.20269 -2.85291
H: 2.38330 -2.38835 1.33669
H: 1.97275 -0.85523 2.05521
H: 4.62805 -1.38257 0.57290
H: 4.40161 -1.28215 2.31641
H: 4.17319 0.13744 1.34457
H: 3.39142 1.56156 -0.54730
H: -0.84856 1.74306 2.02295
H: -2.37966 1.69323 1.20694
H: -0.63484 4.13805 1.74503
H: -2.27553 3.83591 2.32409
H: -2.03244 4.21899 0.62127
H: -2.42316 1.33091 -1.94849
H: -0.92320 1.29826 -2.87843
H: -2.17591 3.87550 -1.69332
H: -2.35182 3.36238 -3.38953
H: -0.74705 3.79357 -2.75118
H: 3.88674 3.36103 -0.58102
H: 4.46578 5.73725 -0.52594
H: 2.65246 7.44059 -0.55218
H: 0.29626 6.75453 -0.56545
H: -0.28051 4.36775 -0.53183
C: -4.91508 -0.72844 1.71321
C: -3.42029 -0.80139 1.45555
S: -2.95204 -0.59008 -0.15197
C: -2.54311 -0.97536 2.52011
C: -3.07378 -0.97062 3.94554
S: -0.85137 -1.08929 2.38523
H: -5.46590 -0.70421 0.78512
H: -5.19720 0.15866 2.29213
H: -5.21692 -1.61283 2.28895
H: -4.16683 -0.97024 3.97087
H: -2.75521 -0.04883 4.44982
H: -2.69284 -1.80882 4.52571
C: -0.95172 -7.35063 -0.65003
C: -0.87919 -5.85202 -0.66608
C: -1.90142 -5.03312 -1.13157
C: -1.77983 -3.66033 -1.09019
N: -0.68910 -3.04060 -0.60632
C: 0.30008 -3.82307 -0.16360
C: 0.24818 -5.19753 -0.16756
H: -1.93861 -7.68747 -0.96964
H: -0.75871 -7.74297 0.33774
H: -0.21565 -7.79019 -1.33712
H: -2.81068 -5.46482 -1.52901
H: -2.59204 -3.04292 -1.40458
H: 1.17008 -3.34222 0.23056
H: 1.06453 -5.77471 0.25468

Cartesian forces, eV/Å:
Rh 0.7462 0.4234 -0.5094
C -0.0846 -0.1674 -0.1987
C 0.6130 0.5570 -0.1124
Ge -1.1977 0.5598 -0.1174
C 0.2655 -0.0833 0.0198
C -0.5311 -0.1001 0.5366
C 0.2115 -0.3693 -0.0564
C 0.1154 -0.5358 -0.1625
Ge 0.1855 -1.0399 -0.1219
C -0.4691 0.6807 -0.0430
C 0.0174 -0.4099 -0.2588
C 0.3731 0.2194 -0.1931
C -0.0494 -0.3815 -0.4840
C 0.1069 0.0499 -0.0276
C 0.1736 0.4481 -0.0378
C 0.3158 -0.4093 -0.2174
C -0.4562 0.6901 0.0884
C 0.2766 -0.2384 -0.0766
C -0.1610 0.2358 0.2385
H -0.0996 0.0840 0.3188
H -0.0951 0.0882 -0.2286
H 0.0431 -0.2019 0.0009
H -0.0119 -0.2240 -0.0540
H -0.0618 -0.0935 0.0049
H 0.1843 0.1059 -0.0251
H 0.0195 0.1293 0.1345
H 0.2318 -0.1390 -0.2092
H 0.2795 -0.1348 0.1526
H 0.0219 0.1938 -0.1092
H -0.2256 -0.0301 -0.0357
H 0.2703 -0.1731 0.4196
H -0.0039 -0.0226 -0.0922
H -0.1002 0.2308 -0.0706
H -0.0124 0.0138 0.0805
H 0.1590 -0.0642 0.3070
H -0.1261 0.0192 -0.0361
H -0.1917 0.2245 0.2417
H -0.0430 0.0725 -0.1087
H 0.2158 0.0997 0.3328
H -0.2339 0.0130 0.0330
H -0.0093 0.0780 0.1291
H -0.2261 -0.0221 0.0248
H 0.1163 -0.0257 0.0216
H -0.0105 0.0475 -0.0217
H 0.1628 0.0342 -0.1245
C 0.2637 -0.2580 0.3051
C -0.8606 0.2278 -0.3091
S -0.0527 -0.0981 0.0596
C 0.0542 0.0865 1.0752
C -0.2379 0.2911 -0.3319
S -0.1270 -0.2348 0.4822
H -0.0998 -0.0361 -0.2417
H 0.1609 -0.0995 -0.0541
H -0.1167 0.2052 -0.1803
H 0.3010 -0.1463 0.0870
H 0.0952 -0.1628 -0.1138
H 0.0572 -0.0369 -0.0607
C -0.2885 0.0672 -0.6621
C 0.3226 0.1320 0.2297
C -0.0878 -0.3060 -0.1834
C 0.5616 -0.0736 0.3497
N -0.3995 -0.2259 -0.1053
C -0.0556 -0.3677 -0.0338
C -0.1435 -0.2915 0.0033
H 0.0634 -0.0352 0.0454
H 0.0946 -0.0621 0.3044
H -0.1142 0.1739 0.1773
H -0.0137 0.0069 0.0059
H -0.3067 0.3981 -0.2094
H 0.2135 0.2742 0.1154
H 0.0112 0.1389 -0.1071

Output
* M: 677.87 g mol⁻¹
* multiplicity: 5
* F_max: 1.33 eV/A
* <S²>: 6.0175
* ΔE to the lowest compared entry with this formula, charge and spin: 0.0 kJ/mol
* E: -166787.8613 eV
* frontier orbital gap (spin up / spin down): 7.8 / 5.8 eV
* total charge: +1

So, what does the Mulliken scheme give us? The charges, in e, come out as: -0.106, -1.218, -0.260, -0.152, -0.318, -1.413, -0.868, 0.954, 0.347, -0.045, -1.259, -0.353, -1.076, 0.329, -0.626, -0.831, -0.484, -1.397, 0.541, 0.371, 0.287, 0.293, 0.409, 0.409, 0.452, 0.400, 0.303, 0.415, 0.346, 0.526, 0.336, 0.068, 0.353, 0.446, 0.247, 0.410, 0.385, 0.257, 0.411, 0.311, 0.385, 0.404, 0.399, 0.412, 0.352, -1.781, 0.808, -0.306, 0.870, -1.503, -0.439, 0.473, 0.363, 0.395, 0.403, 0.320, 0.359, -1.389, 0.987, -0.850, -0.592, 0.091, -0.238, -0.912, 0.374, 0.353, 0.318, 0.374, 0.546, 0.372, 0.455


3.
A molecular structure, C13H8NO5SeW. Source: OMol25; level of theory: wB97M-V/def2-TZVPD.

Atoms and positions in Å:
W: 0.01098 -0.66771 0.60457
O: -3.53307 1.30777 -4.03198
C: -2.78869 0.82549 -3.04418
C: -2.92662 -0.47521 -2.53898
C: -2.10438 -0.84603 -1.50368
N: -1.21502 -0.01082 -0.98449
C: -1.03344 1.20909 -1.49197
C: -1.80195 1.67922 -2.52217
C: 0.14141 1.88521 -0.83860
O: 0.52843 2.98198 -1.05313
O: 0.72916 1.01134 0.03658
C: -2.00429 -2.20891 -0.86014
O: -2.68951 -3.14282 -1.09463
O: -0.96356 -2.21052 0.03644
H: -4.18280 0.66722 -4.34900
H: -3.63889 -1.18268 -2.94393
H: -1.64778 2.66753 -2.93230
Se: -0.77373 -0.16356 2.82061
C: 1.12718 -0.25163 2.78176
C: 1.69203 -1.40575 2.20640
C: 3.07556 -1.44368 1.90743
C: 3.84939 -0.34345 2.15172
C: 3.27395 0.81896 2.70192
C: 1.93638 0.88372 2.99264
H: 1.13061 -2.34427 2.23809
H: 3.50569 -2.35171 1.50739
H: 4.90762 -0.36203 1.93140
H: 3.89909 1.68199 2.88939
H: 1.49625 1.79126 3.38283

Cartesian forces, eV/Å:
W -0.0225 0.3929 0.1147
O 0.0079 0.0092 0.0037
C -0.0064 0.0031 -0.0115
C -0.0080 -0.0208 0.0128
C -0.0548 -0.2103 -0.0124
N 0.0854 0.0211 -0.0294
C -0.0079 -0.0407 -0.0247
C 0.0113 0.0182 0.0067
C -0.0009 0.0084 -0.0608
O 0.0083 -0.0104 0.0217
O -0.0954 -0.1124 0.0050
C -0.0110 0.0613 -0.0627
O 0.0142 -0.0077 0.0059
O 0.0308 0.1121 0.0313
H -0.0107 -0.0087 -0.0060
H -0.0002 -0.0016 0.0031
H 0.0001 0.0003 0.0008
Se -0.0120 -0.0249 -0.0073
C 0.0549 -0.0626 0.0707
C 0.0266 -0.1609 0.0058
C -0.0345 -0.0053 0.0012
C 0.0111 0.0046 -0.0023
C 0.0160 0.0143 0.0029
C 0.0027 -0.0275 -0.0059
H 0.0013 0.0580 -0.0653
H 0.0021 -0.0010 0.0035
H -0.0005 -0.0050 -0.0011
H 0.0003 -0.0008 -0.0013
H -0.0081 -0.0031 0.0010

Output
* M: 521.01 g mol⁻¹
* F_max: 0.41 eV/A
* ΔE to the lowest compared entry with this formula, charge and spin: 0.0 kJ/mol
* E: -92504.9606 eV
* frontier orbital gap (spin up / spin down): 7.2 / 7.0 eV
* total charge: +1

So, what does the Mulliken scheme give us? The charges, in e, come out as: 1.190, -0.470, 0.973, -0.421, 0.202, -0.192, 0.490, -0.593, 0.169, -0.482, -0.612, 0.320, -0.470, -0.530, 0.323, 0.459, 0.563, -0.075, -0.082, -0.365, -0.562, -0.451, -0.510, -0.253, 0.694, 0.451, 0.412, 0.401, 0.421


Which value of M does entry 3 give?
521.01 g mol⁻¹